No. 1
Here is a 7-piece molecular cluster, C26H33BBrF7NO20 overall from the Open Molecules 2025 dataset. Energies are from ωB97M-V with the def2-TZVPD basis set.

Last column: Mulliken charge in e.
Positions of all 89 atoms, in Å:
O (1.920, 4.935, 0.695)  -0.3370
H (-1.119, 5.718, 1.391)  0.2755
H (-7.211, -1.507, -0.658)  0.3763
H (0.191, 1.602, -1.435)  0.3649
C (-0.080, 5.524, 1.635)  -0.4424
F (2.245, 0.707, 4.933)  -0.2754
C (4.535, -0.370, -6.787)  -0.1080
O (0.143, 4.112, 1.746)  -0.3117
H (8.875, -1.450, 0.639)  0.2871
H (-1.534, 1.422, -1.789)  0.4835
C (-3.513, -1.741, 1.379)  0.1884
H (-4.726, -3.151, 2.405)  0.5060
O (-7.601, -1.754, 3.415)  -0.2269
H (-9.754, -1.587, 5.796)  0.2905
O (7.062, 0.233, -0.767)  -0.3363
O (5.034, -1.706, -6.771)  -0.3203
H (0.515, 5.861, -0.470)  0.2818
C (-0.635, 0.891, -1.456)  -1.8260
F (0.266, -0.470, 0.244)  -0.2423
C (8.759, -0.365, 0.653)  0.3114
H (4.150, -0.108, -8.949)  0.2758
C (4.904, 0.091, -8.185)  0.3092
O (1.922, 2.784, 1.363)  -0.4223
H (5.057, 0.229, -6.041)  0.1060
C (-2.331, -1.901, -0.659)  -0.8362
H (5.020, -0.164, -1.663)  -0.0292
H (3.468, -0.368, -6.586)  0.2130
O (0.039, 0.445, 5.324)  -0.3359
H (1.276, -0.984, 4.544)  0.3136
H (-2.301, -0.321, 2.211)  0.2120
C (0.698, 0.615, 3.123)  0.1662
F (5.224, 1.405, -8.230)  -0.2796
H (-0.903, 1.092, 0.679)  0.2612
O (7.577, -0.048, 1.375)  -0.3229
H (-6.499, -2.153, 0.849)  0.3322
C (-8.742, -1.071, 3.910)  0.3073
H (1.038, 0.025, 2.281)  0.0876
H (-2.351, -1.822, -1.744)  0.6003
O (-3.943, -3.664, 0.074)  -0.5739
H (-8.150, -0.813, 5.962)  0.2836
Br (-0.994, -3.220, -0.185)  -0.0674
C (-3.687, -2.278, -0.017)  1.0170
H (-4.438, -3.999, -0.685)  0.4425
H (8.829, 1.305, -0.706)  0.2701
C (2.828, -0.153, -1.740)  -0.2144
F (9.821, 0.180, 1.278)  -0.2777
C (-7.380, -2.848, 4.205)  0.6125
H (-3.627, -2.200, 3.456)  0.5156
C (3.373, 1.205, -3.464)  0.5655
C (1.138, 0.097, 4.482)  0.2812
N (-2.609, -0.822, 1.378)  0.3891
O (-6.629, -3.723, 3.925)  -0.4788
H (0.990, 1.652, 2.988)  -0.0519
C (-2.118, -0.535, 0.018)  -0.0595
H (2.077, -0.865, -2.088)  0.1569
H (2.794, -0.063, -0.659)  0.1466
H (-6.308, -0.452, 0.425)  0.3205
O (3.321, 2.079, -4.264)  -0.5292
O (5.415, 0.189, 0.759)  -0.4797
C (4.196, -0.519, -2.275)  0.7706
C (6.573, 0.137, 0.492)  0.6696
C (-1.065, 0.518, 4.575)  0.5909
C (-8.761, -1.494, 5.368)  -0.4527
H (-9.614, -1.377, 3.330)  0.2774
O (-0.743, 0.531, 3.249)  -0.4109
C (0.906, 5.916, 0.548)  0.2689
O (2.602, 1.125, -2.352)  -0.2927
H (-4.447, -0.797, -2.524)  0.3302
C (-6.344, -1.472, 0.007)  -0.9746
H (-2.895, 0.114, -0.427)  0.1846
C (1.387, 3.842, 1.275)  0.6765
H (8.916, -0.274, -1.543)  0.3117
O (-4.940, -1.528, -2.142)  -0.5111
H (-0.433, 0.096, -2.180)  0.3889
F (4.335, -1.850, -2.481)  -0.3170
O (6.703, -2.759, -7.862)  -0.4959
C (8.492, 0.267, -0.703)  -0.4760
O (4.217, 0.147, -3.528)  -0.2933
H (0.190, 6.008, 2.575)  0.2989
F (1.434, 7.138, 0.747)  -0.2793
C (6.005, -1.816, -7.711)  0.6327
H (-5.071, -1.456, 2.753)  0.3069
F (-8.557, 0.259, 3.751)  -0.2751
O (-8.129, -2.777, 5.316)  -0.3379
O (6.052, -0.681, -8.463)  -0.3139
C (-4.266, -2.179, 2.569)  -1.7843
C (-0.850, 0.302, -0.081)  0.5002
B (-5.022, -1.690, -0.782)  0.3839
O (-2.189, 0.547, 4.960)  -0.5434

Values from the calculation:
LUMO energy ... -3.45 eV
Highest occupied orbital energy ... -12.48 eV
Charge ... +1
Max |F| ... 0.0130 Eh/bohr

=====

No. 2
Here is a 2-piece molecular cluster, C2H4NP overall at a distorted geometry from the Open Molecules 2025 dataset. Energies are from ωB97M-V with the def2-TZVPD basis set.

Last column: Mulliken charge in e.
Positions of all 8 atoms, in Å:
H (1.835, -0.512, 0.014)  0.2033
C (0.918, -0.216, -0.624)  -0.4794
N (-0.911, -0.284, 1.050)  -0.4076
H (-1.546, 2.455, -0.053)  0.0762
P (-0.834, -1.188, -0.573)  0.0346
H (-0.418, -0.684, 1.801)  0.2401
C (-0.264, 0.373, 0.056)  0.0647
H (1.220, 0.056, -1.670)  0.2682

Values from the calculation:
LUMO energy (spin up / spin down) ... -0.48 / -0.07 eV
Highest occupied orbital energy (spin up / spin down) ... -8.94 / -8.00 eV
Charge ... 0
Relative energy (zero: lowest compared OMol25 entry of this formula, charge and spin) ... 137.2 kcal/mol
Max |F| ... 0.0488 Eh/bohr

=====

No. 3
Here is one molecule with the formula C9H11N at a distorted geometry from the Open Molecules 2025 dataset. Energies are from ωB97M-V with the def2-TZVPD basis set.

Last column: Mulliken charge in e.
Positions of all 21 atoms, in Å:
C (-1.058, -0.935, 0.840)  -1.1150
H (-0.224, -0.363, 1.335)  0.1938
C (-0.995, -0.296, -1.667)  -1.0324
C (-2.902, 0.635, -0.141)  -1.4107
N (2.844, -0.720, -0.283)  -0.0476
H (-1.680, -1.230, 1.664)  0.5012
C (0.921, 0.399, -0.473)  0.1726
H (-3.370, 0.890, -1.056)  0.3668
H (-0.591, 1.821, -1.448)  0.3996
H (-3.339, -0.335, 0.327)  0.3647
H (3.526, 0.272, 1.554)  0.3542
C (-0.453, 0.853, -0.927)  0.2671
H (3.549, -1.463, -0.322)  0.2290
H (1.544, 1.795, 1.325)  0.3546
C (-1.533, 0.027, -0.317)  1.2368
H (-0.582, -1.997, 0.355)  0.2142
C (2.810, 0.267, 0.701)  -0.3612
H (-3.001, 1.443, 0.596)  0.2516
C (1.697, 1.011, 0.595)  -0.7411
H (1.244, -1.377, -1.748)  0.3845
C (1.594, -0.698, -0.908)  -0.5825

Values from the calculation:
LUMO energy ... -0.13 eV
Highest occupied orbital energy ... -8.10 eV
Charge ... 0
Relative energy (zero: lowest compared OMol25 entry of this formula, charge and spin) ... 113.8 kcal/mol
Max |F| ... 0.0718 Eh/bohr

=====

No. 4
Here is C50H35Cl5F3N5O3PS2SbSeTc as an isolated structure at a distorted geometry from the Open Molecules 2025 dataset. Energies are from ωB97M-V with the def2-TZVPD basis set.

Last column: Mulliken charge in e.
Positions of all 107 atoms, in Å:
H (-0.794, -1.417, 6.820)  0.4314
C (5.670, -1.757, 1.595)  -0.5202
C (1.392, 4.295, -1.141)  0.6172
F (-5.977, 3.962, -2.181)  -0.3850
H (6.050, -1.040, 2.306)  0.5566
Cl (2.270, 6.517, -2.372)  -0.1921
O (4.812, 0.827, -1.069)  -0.6340
H (4.032, -1.788, -1.354)  0.7117
C (-3.708, 1.231, -1.564)  -0.3616
C (2.010, 0.852, -2.981)  0.2243
C (5.359, -4.023, 0.831)  1.0051
H (0.967, 1.931, -6.536)  0.4714
C (0.712, -3.379, 4.514)  -0.6849
H (-1.200, -2.495, -0.631)  -0.2774
H (-3.431, -0.321, -3.604)  0.4116
H (-1.311, 3.387, -0.005)  0.6441
C (2.038, 6.122, 0.284)  0.3408
H (-5.784, 1.606, -1.129)  0.4824
C (-2.021, -2.893, -0.051)  0.4282
H (2.335, 0.596, -1.981)  0.0305
C (2.707, 0.641, 1.911)  0.0935
C (-2.246, -2.412, 1.231)  0.5291
O (0.799, 2.210, -0.258)  2.6142
H (2.572, 0.887, 5.391)  0.4936
H (-1.744, -0.422, 4.793)  0.3145
Cl (2.659, 7.710, 0.480)  -0.2104
H (-3.750, 4.677, -3.283)  0.5032
H (5.822, -5.701, 1.899)  0.2049
C (4.994, -1.300, 0.479)  -0.1851
H (1.402, -4.205, 4.441)  0.4654
C (-1.032, -3.283, -4.191)  -0.6949
Sb (-0.836, 0.433, -1.870)  0.9739
C (4.529, -2.180, -0.482)  -0.5271
C (-3.122, -2.157, -4.641)  -0.6959
C (1.617, 5.376, 1.380)  0.2020
P (-1.265, -1.013, 1.900)  2.4411
H (-3.280, -0.420, 3.002)  0.3515
C (1.117, 3.432, -0.043)  -2.4336
C (-1.548, -1.203, -3.091)  0.6563
N (-2.513, -0.008, 2.484)  0.3836
Cl (1.013, 3.741, -2.719)  -0.2459
H (-4.952, 3.794, 2.183)  0.4315
Se (1.318, -1.503, -0.116)  -0.2884
C (-3.158, 3.747, 0.996)  -1.3409
Tc (0.085, 0.452, 0.677)  -1.3680
H (0.305, 0.738, 4.071)  0.8183
H (0.780, -3.306, 6.653)  0.4058
S (3.817, 0.781, 3.261)  -0.1647
N (5.566, -5.370, 0.986)  -0.5367
O (5.407, 1.168, 1.299)  -0.6949
C (-0.704, -1.756, 3.460)  0.4802
C (-3.869, 1.966, 2.405)  -0.9630
H (-3.413, -2.630, 3.022)  0.2434
C (-2.549, 1.709, -2.168)  0.2999
H (-4.058, -2.126, -5.175)  0.4778
H (-4.461, -5.224, -0.204)  0.4071
H (-0.370, -4.113, -4.380)  0.4548
C (-4.855, 3.213, -2.193)  0.1710
H (-1.662, 3.329, -3.246)  0.3387
C (-3.833, -4.443, 0.200)  -0.7012
N (3.051, 0.568, 0.665)  -0.4010
C (0.363, -2.875, 5.757)  -0.5987
H (-2.617, -4.284, -1.556)  0.4873
C (-0.686, -2.270, -3.314)  -0.0795
H (-0.761, 1.232, -4.885)  0.3999
H (-4.555, 1.520, 3.109)  0.5329
Cl (1.650, 6.086, 2.941)  -0.1993
C (-4.052, -3.980, 1.490)  -0.7884
H (0.264, -2.315, -2.790)  0.3140
C (1.241, 1.619, -5.540)  -0.7810
S (4.656, 0.439, 0.302)  0.8451
C (2.449, 0.777, 4.334)  -0.9919
C (-3.719, 3.712, -2.802)  -0.6971
H (-3.694, 0.258, -1.080)  0.5643
C (-3.258, -2.973, 2.007)  -0.9951
C (4.707, -3.535, -0.307)  -0.8410
H (4.018, 1.229, -3.617)  0.6573
H (-3.291, 4.718, 0.556)  0.6300
C (1.294, 0.703, 3.645)  -1.5897
N (1.427, 0.594, 2.295)  1.6747
C (0.669, 0.873, -3.330)  -0.1308
F (-2.603, -4.200, -5.689)  -0.3598
C (5.859, -3.114, 1.769)  -0.7356
H (4.996, -5.991, 0.439)  0.2099
C (1.881, 5.579, -0.988)  0.0488
C (0.287, 1.234, -4.615)  -0.5342
C (-2.809, -3.909, -0.563)  -0.5377
C (0.186, -2.821, 3.365)  -0.8060
C (-4.081, 3.228, 1.897)  -0.9089
C (-2.251, -3.212, -4.840)  0.1986
C (-2.730, 1.256, 2.009)  -0.9243
Cl (0.483, 3.298, 2.595)  -0.2317
C (2.574, 1.620, -5.160)  0.2010
C (-4.874, 1.972, -1.580)  -0.7776
C (-2.049, 2.994, 0.680)  -0.6352
C (-2.759, -1.151, -3.762)  -0.7588
C (1.152, 4.079, 1.220)  0.6862
H (0.461, -3.185, 2.383)  0.3695
H (-4.847, -4.404, 2.087)  0.4112
C (2.977, 1.222, -3.900)  -0.5316
C (-0.525, -1.817, 5.854)  -0.6990
F (3.499, 2.023, -6.053)  -0.3623
H (4.350, -4.229, -1.051)  0.3501
H (6.400, -3.479, 2.629)  0.3378
C (-1.061, -1.257, 4.709)  -0.4178
N (-1.824, 1.776, 1.174)  1.8826
C (-2.561, 2.950, -2.782)  -0.4915

Values from the calculation:
LUMO energy (spin up / spin down) ... -1.72 / -1.59 eV
Highest occupied orbital energy (spin up / spin down) ... -7.38 / -7.44 eV
Charge ... 0
Max |F| ... 0.0556 Eh/bohr
<S²> ... 0.7817
Multiplicity ... 2

=====

Question: Which of these has the lowest max |F|?
Answer: C26H33BBrF7NO20